Here is the ion C3H6NOS with charge +1 from OMol25. Energies are from ωB97M-V/def2-TZVPD.

Geometry as XYZ:
```
12
C3H6NOS (ωB97M-V/def2-TZVPD)
C 0.71692 0.86984 -0.40937
C -1.35600 0.51403 -0.54057
C 0.10359 -1.08189 0.84180
N 1.08031 -0.36554 0.01121
O 2.05889 -0.96598 -0.37128
S -1.43262 -1.17097 -0.16314
H 1.23383 1.22184 -1.29430
H 0.55433 1.62897 0.34095
H -1.57189 1.20437 0.25783
H -1.78310 0.77707 -1.49930
H 0.46878 -2.09101 1.05222
H -0.07304 -0.54073 1.77396
```

The HOMO energy (alpha / beta) is -13.46 / -15.47 eV. Its spin multiplicity is 3. Its LUMO energy (alpha / beta) is -0.1528 / -0.3198 hartree. The expectation value of S² is 2.010. Its energy relative to the best compared isomer or geometry (same formula, charge and spin) is 37.7 kcal/mol. For the HOMO-LUMO gap (alpha / beta), the calculation gives 9.30 / 6.77 eV. Its charge is +1.

=====

Here is the ion C3H6NOS2 with charge -1 from OMol25. Energies are from ωB97M-V/def2-TZVPD.

Geometry as XYZ:
```
13
C3H6NOS2 (ωB97M-V/def2-TZVPD)
C 1.59061 0.23571 -0.09481
C -0.46908 -1.34801 -0.04970
C -0.06549 0.03085 0.46379
N -0.86565 1.13369 -0.10108
O -1.83155 1.62258 0.67954
S 2.07217 1.81379 -0.19437
S 2.49249 -1.09685 -0.27811
H -0.54095 -1.26284 -1.17702
H -1.38209 -1.60145 0.43158
H 0.35760 -1.96718 0.15102
H 0.02143 -0.03821 1.48936
H -0.10200 1.82779 -0.43426
H -1.27749 0.65013 -0.88592
```

The HOMO energy (alpha / beta) is -1.48 / -3.78 eV. Its spin multiplicity is 3. Its LUMO energy (alpha / beta) is 0.1246 / 0.0590 hartree. The expectation value of S² is 2.010. Its energy relative to the best compared isomer or geometry (same formula, charge and spin) is 23.9 kcal/mol. For the HOMO-LUMO gap (alpha / beta), the calculation gives 4.87 / 5.39 eV. Its charge is -1.

=====

Here is a cluster of 2 separate species, C3H6NP in total from OMol25. Energies are from ωB97M-V/def2-TZVPD.

Geometry as XYZ:
```
11
C3H6NP (ωB97M-V/def2-TZVPD)
C -1.36124 0.40232 1.03794
C 1.05880 0.94354 0.35580
C -0.05778 -0.08804 0.52744
N -2.39432 0.88435 1.29479
P -0.39639 -0.94912 -1.85259
H 0.92355 1.82616 -0.33696
H 1.17422 1.46249 1.35546
H 1.97099 0.32929 0.09586
H 0.21850 -0.93766 0.96524
H -1.52458 -1.77810 -1.70590
H 0.38825 -2.09523 -1.73708
```

The HOMO energy is -9.26 eV. Its LUMO energy is -0.0297 hartree. Its energy relative to the best compared isomer or geometry (same formula, charge and spin) is 37.5 kcal/mol. For the HOMO-LUMO gap, the calculation gives 8.45 eV.

=====

Here is a cluster of 2 separate species, C3H6NPS in total from OMol25. Energies are from ωB97M-V/def2-TZVPD.

Geometry as XYZ:
```
12
C3H6NPS (ωB97M-V/def2-TZVPD)
C -3.15147 0.60926 -0.48314
C 0.31547 0.21152 1.42237
C 1.10872 -0.06201 -1.40658
N -4.05943 1.18719 -0.12967
P 0.07249 -0.87420 -0.06118
S 0.60861 -2.70824 0.26420
H -0.55483 0.16810 2.11820
H 1.32920 -0.04154 1.97490
H 0.38448 1.32718 1.15709
H 0.56187 0.86317 -1.68076
H 2.04389 0.18984 -1.12200
H 1.34100 -0.87027 -2.05341
```

The HOMO energy (alpha / beta) is -9.11 / -9.11 eV. Its LUMO energy (alpha / beta) is -0.1466 / -0.1466 hartree. Its energy relative to the best compared isomer or geometry (same formula, charge and spin) is 97.7 kcal/mol. For the HOMO-LUMO gap (alpha / beta), the calculation gives 5.12 / 5.12 eV.

=====

Here is the molecule C3H6O from OMol25. Energies are from ωB97M-V/def2-TZVPD.

Geometry as XYZ:
```
10
C3H6O (ωB97M-V/def2-TZVPD)
C 0.73397 0.51185 1.00065
C -0.34831 -0.34321 0.29861
C -0.51714 -0.31611 -1.20861
O -1.09614 -1.05365 0.93976
H 1.20739 -0.12985 1.74565
H 1.53012 0.98683 0.40455
H 0.27926 1.33828 1.56242
H 0.13162 0.38148 -1.74694
H -0.35869 -1.33603 -1.58504
H -1.56438 -0.06998 -1.41627
```

The HOMO energy is -9.74 eV. Its SMILES is CC(C)=O. Its LUMO energy is 0.0368 hartree. Its energy relative to the best compared isomer or geometry (same formula, charge and spin) is 3.9 kcal/mol. For the HOMO-LUMO gap, the calculation gives 10.74 eV.

=====

Here is a structure of composition C3H6O from OMol25. Energies are from ωB97M-V/def2-TZVPD.

Geometry as XYZ:
```
10
C3H6O (ωB97M-V/def2-TZVPD)
C 0.52612 0.58175 -0.31533
C 0.84320 -0.71689 0.16589
C -1.36979 0.71470 -0.02222
O -2.19028 1.15056 -0.70897
H -1.26115 -0.51768 0.80134
H 0.85042 1.42883 0.28072
H 0.53789 0.74903 -1.38729
H 0.90711 -1.51543 -0.56489
H 1.56143 -0.79147 0.97460
H -0.40496 -1.08342 0.77615
```

The HOMO energy is -9.20 eV. Its LUMO energy is 0.0336 hartree. Its energy relative to the best compared isomer or geometry (same formula, charge and spin) is 81.4 kcal/mol. For the HOMO-LUMO gap, the calculation gives 10.12 eV.

=====

Here is the molecule C3H6O from OMol25. Energies are from ωB97M-V/def2-TZVPD.

Geometry as XYZ:
```
10
C3H6O (ωB97M-V/def2-TZVPD)
C 0.36483 -0.33367 -0.85048
C -0.77735 -0.28409 0.14852
O -0.65326 0.77222 1.16823
C 0.45881 1.30949 1.56157
H 0.01541 -0.77419 -1.78877
H 1.21629 -0.91607 -0.49045
H -1.72658 -0.06123 -0.34264
H -0.89339 -1.22245 0.69975
H 0.71438 0.67901 -1.06551
H 1.28086 0.83097 0.95978
```

The HOMO energy is -8.44 eV. Its LUMO energy is 0.0316 hartree. Its energy relative to the best compared isomer or geometry (same formula, charge and spin) is 78.3 kcal/mol. For the HOMO-LUMO gap, the calculation gives 9.30 eV.

=====

Here is the molecule C3H6O2 from OMol25. Energies are from ωB97M-V/def2-TZVPD.

Geometry as XYZ:
```
11
C3H6O2 (ωB97M-V/def2-TZVPD)
C -0.90028 1.79599 0.10261
C 0.32955 0.83940 0.36635
C 0.07214 -0.60382 0.03863
O -0.94933 -1.10044 -0.26431
O 1.32767 -1.17288 -0.29915
H -0.28812 2.66714 0.53697
H -1.59646 1.52272 0.96774
H -1.24272 1.89937 -0.95641
H 1.18385 1.11123 -0.23280
H 0.70726 0.85658 1.49692
H 1.20104 -2.05984 -0.35025
```

The HOMO energy is -10.62 eV. Its SMILES is CCC(=O)O. Its LUMO energy is 0.0299 hartree. Its energy relative to the best compared isomer or geometry (same formula, charge and spin) is 25.7 kcal/mol. For the HOMO-LUMO gap, the calculation gives 11.43 eV.

=====

Here is a cluster of 2 separate species, C3H6O2 in total from OMol25. Energies are from ωB97M-V/def2-TZVPD.

Geometry as XYZ:
```
11
C3H6O2 (ωB97M-V/def2-TZVPD)
C 0.47186 0.02636 0.51470
C -0.68445 -0.18419 -0.33807
C 1.72069 0.12343 -0.19346
O -0.48400 1.09090 0.08039
O -3.12315 -0.47996 0.03318
H 0.35732 -0.17144 1.53174
H -0.90432 -0.42244 -1.29236
H 2.14467 1.15173 -0.19089
H 1.37201 -0.04193 -1.24790
H 2.48911 -0.58369 0.12548
H -3.35976 -0.50876 0.97718
```

The HOMO energy (alpha / beta) is -8.40 / -10.21 eV. Its LUMO energy (alpha / beta) is -0.0277 / 0.0049 hartree. Its energy relative to the best compared isomer or geometry (same formula, charge and spin) is 142.7 kcal/mol. For the HOMO-LUMO gap (alpha / beta), the calculation gives 7.65 / 10.35 eV.

=====

Here is the molecule C3H6O2 from OMol25. Energies are from ωB97M-V/def2-TZVPD.

Geometry as XYZ:
```
11
C3H6O2 (ωB97M-V/def2-TZVPD)
O -1.83546 -0.64141 -0.63273
C -1.03971 0.39786 -0.25134
C 1.08044 0.86216 0.72354
C 1.09796 -0.61072 0.61191
O 0.38438 -0.03418 -0.52840
H -1.67384 -0.79557 -1.57096
H -1.12855 1.30693 -0.86788
H -1.28726 0.63471 0.80047
H 1.96885 1.24273 0.21137
H 0.44277 -1.22388 1.23366
H 1.99043 -1.13862 0.27035
```

The HOMO energy is -8.04 eV. Its LUMO energy is 0.0265 hartree. Its energy relative to the best compared isomer or geometry (same formula, charge and spin) is 125.8 kcal/mol. For the HOMO-LUMO gap, the calculation gives 8.76 eV.